Here is a molecular structure, C30H52BrCdN3P2S from the OMol25 dataset. Energies are from the ωB97M-V functional and the def2-TZVPD basis.

For the LUMO energy (alpha / beta), the calculation gives -7.2 / -7.2 eV. The orbital gap (alpha / beta) comes out at 5.926 / 5.925 eV. The total charge is +2. The calculation puts the HOMO energy (alpha / beta) at -13.17 / -13.17 eV. The value obtained for the electronic energy is -5160.619765 Ha.

The geometry in XYZ format:
```
90
Properties=species:S:1:pos:R:3:forces:R:3
N -5.073958 -1.473173 3.369595 -0.041 0.052 0.310
C -4.632589 -0.385777 4.008221 -0.190 0.469 -0.532
C -4.596658 0.885346 3.411936 -0.023 -0.225 -0.881
C -5.000782 1.005250 2.058979 -1.240 -1.576 0.720
C -5.519650 -0.158809 1.406867 0.603 -0.111 0.789
C -5.541804 -1.367032 2.118440 -0.060 0.959 -0.276
C -4.692905 2.189842 1.316933 -0.272 0.071 -0.636
Cd 0.350030 0.709717 -0.941200 2.034 -1.937 1.003
P 3.233249 0.575462 -1.919043 0.202 -0.848 0.529
C -4.658554 2.137671 -0.051693 -0.808 0.823 0.202
C -3.463789 2.453681 -0.760047 -0.007 1.421 -0.130
C -3.276718 1.906420 -2.054608 0.224 -0.121 0.293
C -1.990206 1.775111 -2.537675 -0.478 0.002 -0.234
C -0.953126 2.248514 -1.719815 1.311 1.089 -2.113
C -1.122536 3.064959 -0.588475 -0.444 0.407 0.107
C -2.424632 3.189048 -0.121340 0.591 -0.499 -0.394
Br 0.940431 2.473838 -2.991327 -2.605 0.719 0.754
H -4.379254 3.059215 1.884118 0.992 -0.252 -0.016
H -5.504452 1.724779 -0.603747 0.638 -0.865 0.157
H -4.153253 1.751483 3.910649 -0.293 -0.329 0.027
H -5.779378 -0.149883 0.343743 -0.069 0.003 0.553
H -4.284157 -0.489977 5.040640 -0.181 -0.197 -0.374
H -5.938561 -2.272781 1.636386 0.264 0.360 0.372
H -4.161050 1.561833 -2.602758 0.533 -0.083 0.165
H -2.669426 3.801741 0.748146 0.336 -0.381 -0.156
H -1.793942 1.282238 -3.495911 -0.031 0.453 0.419
H -0.263673 3.499288 -0.071637 -0.346 0.159 -0.312
P -0.373979 -1.690920 -0.876097 -0.332 -1.211 -0.225
C 3.952259 2.236581 -1.405595 -0.876 0.007 -0.254
C 5.164092 2.898891 -2.050762 0.327 0.376 -0.168
H 4.107843 2.100434 -0.322558 0.026 -0.189 -0.274
H 3.081346 2.913686 -1.478339 0.565 -0.110 0.096
H 5.439624 3.775486 -1.448317 -0.108 -0.170 -0.126
H 6.061009 2.273353 -2.100725 -0.361 0.066 -0.044
H 4.942185 3.277447 -3.057811 0.063 -0.161 0.293
C 3.284356 0.039214 -3.725082 -0.446 -0.068 0.640
C 4.305366 0.673074 -4.651761 0.497 0.203 -0.722
H 2.264813 0.156736 -4.123608 0.306 0.068 0.129
H 3.454434 -1.058202 -3.658156 -0.144 0.619 0.067
H 3.881983 0.702581 -5.668122 0.275 0.057 0.276
H 4.580513 1.705506 -4.373742 -0.164 -0.573 -0.166
H 5.226112 0.065425 -4.715139 -0.364 0.412 0.129
C 4.472126 -0.579955 -1.191766 -0.378 -0.088 0.314
C 5.948428 -0.277193 -1.488416 0.282 -0.220 0.098
H 4.212738 -1.613929 -1.501821 0.049 0.623 0.167
H 4.236953 -0.489323 -0.111944 0.446 -0.330 -0.312
H 6.558253 -1.179398 -1.349999 -0.173 0.198 0.076
H 6.135751 0.059796 -2.514733 -0.202 -0.088 0.187
H 6.342137 0.484643 -0.808177 -0.089 -0.114 -0.146
C 0.580045 -2.940118 0.090500 -0.078 0.126 0.434
C 2.007905 -3.214141 -0.381469 0.308 -0.070 0.064
H -0.026392 -3.862512 0.111504 0.162 0.307 -0.282
H 0.612625 -2.557504 1.128867 -0.036 -0.301 -0.584
H 2.337557 -4.182238 0.026326 -0.074 0.324 -0.198
H 2.100712 -3.261631 -1.476301 -0.036 -0.063 0.324
H 2.711642 -2.453775 -0.006079 -0.367 -0.191 -0.159
C -0.348166 -2.380723 -2.571899 0.287 -0.128 0.046
C -1.301802 -1.723610 -3.570701 0.001 -0.102 -0.108
H -0.567732 -3.453759 -2.451834 0.060 0.245 -0.178
H 0.692833 -2.294598 -2.919422 -0.282 -0.078 -0.026
H -1.195296 -2.219190 -4.544140 -0.106 0.169 0.224
H -2.350675 -1.809089 -3.261246 0.206 0.007 -0.054
H -1.074467 -0.660627 -3.719997 0.059 -0.228 0.049
C -2.102887 -2.042892 -0.348626 -0.351 0.305 -0.124
C -2.268968 -2.359118 1.140384 -0.020 0.050 0.129
H -2.479181 -2.875058 -0.972539 0.204 0.291 0.246
H -2.697933 -1.148742 -0.609846 0.080 -0.370 0.078
H -3.327694 -2.489136 1.382943 0.235 -0.019 -0.055
H -1.747613 -3.281415 1.431664 -0.154 0.261 -0.107
H -1.901000 -1.532456 1.763450 -0.158 -0.121 -0.169
C -1.357135 -2.055080 5.544675 0.135 -0.150 0.285
C -0.027674 -1.503826 5.057734 -0.042 0.350 -0.084
N -0.158479 -1.024887 3.647251 0.859 -0.076 -0.482
C 0.676828 -0.084488 3.129760 0.180 0.112 0.771
S 1.428434 -0.170666 1.589191 -0.226 0.221 0.016
N 1.040232 0.933925 3.946105 -0.752 0.413 -0.569
C 0.070775 1.721798 4.763377 0.503 -0.143 0.215
C 0.861352 2.344835 5.909078 -0.171 -0.087 0.279
H -2.189282 -1.378472 5.324763 0.213 -0.078 0.040
H -1.303564 -2.206984 6.631895 -0.091 -0.047 -0.332
H -1.556476 -3.025211 5.075872 -0.108 0.174 0.097
H 0.321501 -0.659972 5.664948 -0.157 -0.339 -0.171
H 0.754035 -2.283868 5.099869 -0.264 0.340 -0.096
H -0.386285 -1.778018 2.996552 0.164 0.436 0.253
H 1.767155 1.522103 3.538997 -0.289 -0.308 0.083
H -0.384487 2.509451 4.134932 0.174 -0.356 0.128
H -0.732554 1.067693 5.116690 0.232 0.106 -0.094
H 1.610829 3.038659 5.508382 -0.168 -0.073 0.182
H 0.196230 2.886076 6.596705 0.263 -0.075 -0.249
H 1.392355 1.565226 6.480381 -0.237 0.296 -0.201
```
Forces are in eV/Å.

Need the Löwdin charges? In units of e they are: N 0.073; C -0.128; C 0.010; C -0.203; C 0.006; C -0.140; C 0.006; Cd 1.075; P 0.812; C -0.037; C -0.187; C 0.005; C -0.141; C -0.579; C -0.121; C -0.001; Br 0.578; H 0.128; H 0.131; H 0.117; H 0.111; H 0.106; H 0.123; H 0.141; H 0.130; H 0.101; H 0.121; P 0.818; C -0.431; C -0.139; H 0.080; H -0.007; H 0.085; H 0.059; H 0.067; C -0.433; C -0.138; H 0.022; H 0.081; H 0.082; H 0.055; H 0.083; C -0.432; C -0.133; H 0.066; H 0.056; H 0.083; H 0.059; H 0.075; C -0.440; C -0.137; H 0.098; H 0.007; H 0.092; H 0.064; H 0.039; C -0.416; C -0.135; H 0.102; H 0.069; H 0.090; H 0.074; H 0.038; C -0.383; C -0.140; H 0.101; H 0.069; H 0.056; H 0.078; H 0.056; C -0.068; C -0.203; N 0.018; C -0.790; S 0.538; N -0.017; C -0.226; C -0.079; H 0.051; H 0.093; H 0.084; H 0.102; H 0.135; H 0.090; H 0.114; H 0.120; H 0.104; H 0.082; H 0.088; H 0.086